[1]
# C48H120N8

A cluster of 8 separate species, C48H120N8 in total in a non-equilibrium geometry (the ωB97M-V functional and the def2-TZVPD basis, OMol25).

```
176
Properties=species:S:1:pos:R:3:forces:R:3:mulliken_charge:R:1
C -14.503480 2.510690 -2.829070 -0.45 -0.01 -0.37 -1.332
C -14.869460 2.568170 -4.325360 -0.56 0.11 0.66 -0.497
N -14.317640 1.530510 -5.158590 -0.01 0.13 0.92 0.230
C -14.831860 0.196290 -4.734070 0.65 0.80 -0.96 -0.689
C -13.808780 -0.883720 -5.085270 -1.15 0.52 -0.63 -0.791
C -14.593390 1.874530 -6.555900 -0.90 -1.48 -0.80 -0.172
C -16.080040 1.845350 -7.009680 -0.32 -0.75 0.94 -1.178
H -13.427460 2.398690 -2.695880 -0.01 0.41 0.11 0.288
H -14.975000 1.718830 -2.247070 -0.03 -0.47 -0.48 0.325
H -14.946740 3.378510 -2.340700 0.60 0.43 -0.05 0.418
H -15.952850 2.533450 -4.440070 -0.55 0.12 0.43 0.298
H -14.611040 3.526520 -4.775770 0.39 0.16 0.28 0.451
H -15.106390 0.067320 -3.687120 0.80 0.84 0.36 0.404
H -15.835760 0.072870 -5.140340 0.04 -0.59 -0.75 0.271
H -12.832840 -0.677820 -4.645670 -0.35 -0.41 0.81 0.241
H -14.390480 -1.766960 -4.821430 1.09 -0.75 0.08 0.423
H -13.553640 -0.892350 -6.144950 -0.49 -0.13 -0.26 -0.040
H -14.096670 1.109650 -7.152830 0.25 0.09 -0.22 -0.068
H -14.200030 2.843970 -6.861780 0.37 -0.01 0.53 0.431
H -16.707710 2.521790 -6.429540 0.13 0.79 -0.69 0.289
H -16.596740 0.923490 -6.742660 0.44 -0.54 -0.01 0.301
H -16.200860 1.861160 -8.092850 0.08 0.74 0.09 0.411
C -4.272260 -4.407950 -11.377070 -1.81 -1.68 0.56 -0.721
C -3.056110 -4.453120 -10.474360 1.24 0.41 1.01 -0.902
N -3.190710 -5.355030 -9.238930 -1.73 1.68 -1.41 0.438
C -3.550240 -4.740940 -7.966890 0.64 0.68 1.23 -0.143
C -2.949860 -3.383280 -7.501360 0.57 -0.85 -1.51 -1.056
C -3.749680 -6.667700 -9.462130 1.70 -1.26 0.21 -0.356
C -2.881260 -7.717180 -8.684590 0.51 0.78 -0.64 -1.337
H -5.153850 -4.274900 -10.750020 -0.11 0.50 0.22 0.036
H -4.514960 -5.389560 -11.784050 0.47 -0.22 -0.23 0.395
H -4.431660 -3.742900 -12.225830 1.11 0.47 0.35 0.517
H -2.137140 -4.799700 -10.947090 -0.06 -0.20 -0.31 0.360
H -2.805910 -3.470890 -10.073440 -0.11 -0.02 -0.03 0.481
H -4.619460 -4.571450 -8.093950 -0.48 -0.23 0.14 0.315
H -3.384250 -5.418690 -7.129510 -0.26 -0.59 -0.45 0.330
H -2.976620 -3.284200 -6.416200 -0.70 0.10 -0.21 0.437
H -1.881560 -3.365090 -7.716980 0.08 0.09 -0.23 0.400
H -3.448580 -2.612020 -8.088340 0.18 0.44 0.65 -0.005
H -3.607930 -6.961430 -10.502190 -0.22 0.49 -0.07 0.440
H -4.814350 -6.687020 -9.229290 -0.02 0.05 0.25 0.295
H -2.976040 -7.724570 -7.598740 -0.71 -0.62 -0.25 0.372
H -1.826120 -7.474930 -8.811430 0.13 0.45 -0.24 0.391
H -2.933510 -8.623660 -9.287640 -0.56 -0.46 0.93 0.397
C -11.699060 -2.103270 -13.409310 0.17 -0.24 -0.33 -1.627
C -10.773990 -1.027850 -12.860080 -0.59 -1.29 0.16 -0.691
N -11.084510 0.240110 -13.396520 -0.70 0.96 1.00 0.377
C -9.872620 0.978490 -13.600040 -0.62 0.40 -1.18 -1.407
C -9.222300 1.434040 -12.331100 0.78 1.23 -0.02 -0.248
C -12.120660 1.019720 -12.647870 0.41 -0.67 -0.92 -0.276
C -12.844670 1.816620 -13.676960 -1.07 0.76 -0.42 -1.417
H -12.025120 -1.936960 -14.436010 0.31 0.37 -0.09 0.403
H -12.623470 -2.144500 -12.833230 0.13 -0.49 0.19 0.325
H -11.111740 -3.020860 -13.443580 -0.58 -0.49 0.39 0.324
H -10.864900 -1.084030 -11.775330 0.25 0.14 0.48 0.402
H -9.735440 -1.250020 -13.105360 0.00 -0.24 -0.01 0.567
H -9.243810 0.336690 -14.217130 0.40 0.00 0.21 0.541
H -10.159870 1.756660 -14.307160 0.40 0.73 0.34 0.387
H -9.837870 2.129870 -11.761020 -0.32 -0.39 0.15 0.307
H -8.898660 0.603270 -11.704050 0.04 0.08 0.04 0.062
H -8.390390 2.096090 -12.571360 0.53 -0.37 -0.02 0.312
H -11.753320 1.704140 -11.883200 0.33 -0.32 0.27 0.219
H -12.824920 0.331510 -12.180450 0.16 -0.19 0.04 0.412
H -13.786650 2.208840 -13.293630 -0.21 -0.13 0.05 0.437
H -13.039870 1.160350 -14.525080 -0.11 0.28 -0.10 0.308
H -12.320570 2.716080 -14.000070 0.35 -0.19 -0.17 0.326
C -8.197210 -6.660890 -9.433170 -0.39 -0.09 0.73 -1.282
C -8.582070 -8.113280 -9.087640 0.36 -0.21 -1.35 -0.881
N -8.910730 -8.908260 -10.279490 1.14 -1.63 -0.25 0.012
C -9.692320 -8.249980 -11.341290 -0.54 -1.54 0.09 -0.497
C -9.877290 -9.119500 -12.647520 -0.31 0.29 0.54 -0.933
C -9.508760 -10.213260 -9.829610 1.13 0.48 0.61 -0.484
C -8.537880 -11.110890 -8.994820 -0.32 0.00 -0.82 -1.167
H -7.560920 -6.388570 -10.275230 0.10 -1.02 -0.47 0.306
H -7.625760 -6.265930 -8.593190 -0.50 0.36 0.38 0.444
H -9.117510 -6.108150 -9.621920 0.14 0.30 0.40 0.599
H -7.808070 -8.612120 -8.504380 0.49 0.04 -0.45 0.271
H -9.400340 -8.197830 -8.372530 -0.68 0.83 0.13 0.416
H -9.334680 -7.262670 -11.633530 0.23 -0.11 0.33 0.258
H -10.650250 -8.160820 -10.828920 -0.86 0.61 -0.72 0.345
H -10.825710 -8.844790 -13.109180 -0.14 0.07 0.10 0.325
H -9.934560 -10.191370 -12.458030 -0.02 0.14 0.21 0.409
H -9.159210 -9.015840 -13.460970 0.48 0.35 0.48 0.055
H -10.291180 -10.041150 -9.090500 -0.62 0.65 -0.15 0.338
H -9.972000 -10.819470 -10.608080 0.31 0.41 -0.20 0.435
H -7.655460 -10.597340 -8.613110 -0.38 0.17 0.31 0.300
H -9.197170 -11.496640 -8.217240 0.67 -0.23 0.37 0.307
H -8.117570 -11.954170 -9.542830 -0.24 -0.02 -0.24 0.335
C -8.000680 -1.755200 -5.880750 -0.35 0.00 1.05 -1.677
C -7.996030 -2.780640 -7.030490 -0.79 0.76 0.31 0.108
N -8.990820 -2.356880 -8.045290 -1.05 -0.59 -0.17 0.483
C -8.759850 -3.050350 -9.319610 2.51 0.06 0.06 -0.347
C -7.555680 -2.398870 -10.060550 -0.06 0.14 -1.55 -0.326
C -10.436580 -2.538870 -7.629890 2.05 -0.28 -0.42 -0.649
C -11.391060 -1.768470 -8.476930 -1.60 0.47 0.13 -1.143
H -8.250140 -0.727660 -6.145410 0.49 -0.08 -0.64 0.272
H -7.165830 -1.744840 -5.180020 0.72 -0.08 -0.64 0.510
H -8.765070 -1.949760 -5.128460 -0.59 -0.53 -0.30 0.480
H -7.022800 -2.950390 -7.491050 0.14 0.77 -0.26 -0.065
H -8.186370 -3.774490 -6.625350 -0.56 -0.37 0.19 0.211
H -8.412070 -4.067330 -9.138190 -0.14 -0.43 0.31 -0.138
H -9.589990 -3.213460 -10.006900 -0.32 0.83 0.34 0.783
H -7.608720 -1.320470 -10.210010 -0.30 0.10 0.47 0.083
H -6.517190 -2.617590 -9.811950 -0.08 -0.09 1.41 -0.508
H -7.443330 -2.756120 -11.084200 -0.82 -0.32 -0.49 0.175
H -10.542670 -2.338820 -6.563670 0.03 0.36 -0.12 0.550
H -10.724790 -3.582170 -7.758580 0.15 -0.50 0.13 0.173
H -11.462430 -2.011310 -9.537130 0.55 -0.24 0.00 0.237
H -11.417350 -0.681270 -8.403290 0.53 0.02 0.23 0.285
H -12.350350 -2.099330 -8.078950 -0.44 0.18 -0.11 0.402
C -4.357780 2.913710 -5.259440 -0.96 -1.04 0.43 -1.160
C -5.445550 3.884290 -5.748850 0.05 -0.58 -0.07 -0.023
N -6.802620 3.555960 -5.157090 1.25 1.99 0.38 0.049
C -7.440470 2.401180 -5.720230 -0.60 -0.20 -0.19 0.340
C -8.811240 2.077640 -4.998680 1.90 -0.36 0.46 -1.453
C -7.601150 4.788110 -5.151290 -0.38 -0.44 0.10 -0.624
C -7.883920 5.328330 -6.510840 -0.12 1.01 -0.92 -0.919
H -4.697090 1.934860 -5.598310 0.41 -0.30 -0.24 0.010
H -4.373720 2.774590 -4.178470 -0.11 0.51 0.19 0.348
H -3.306730 3.012130 -5.530920 -0.27 0.57 -0.49 0.392
H -5.110450 4.913560 -5.620780 -0.58 0.17 0.85 0.462
H -5.499270 3.852400 -6.837060 -0.06 -0.47 -0.40 -0.121
H -7.579650 2.401660 -6.801300 -0.47 0.76 -0.65 -0.224
H -6.637550 1.664260 -5.700840 -0.62 -0.91 0.81 0.337
H -9.529480 2.893710 -4.919560 0.10 -0.07 -0.75 0.347
H -9.267260 1.162810 -5.377130 -0.08 0.21 -0.14 0.350
H -8.538370 1.910380 -3.956730 -0.06 -0.27 0.17 0.373
H -7.157670 5.504390 -4.459660 0.11 0.03 -0.12 0.458
H -8.636320 4.639770 -4.843850 0.35 -0.61 0.98 0.173
H -8.269810 4.515560 -7.126140 0.04 0.07 -0.25 0.203
H -7.071280 5.841510 -7.025000 0.19 -0.21 -0.02 0.230
H -8.683230 6.062420 -6.409240 -0.09 0.11 -0.20 0.500
C -6.183060 4.697180 -9.993010 -1.28 0.61 0.07 -1.300
C -6.308270 3.195680 -10.234980 -1.09 1.46 0.40 -0.667
N -5.272300 2.463250 -9.576060 -1.22 -1.12 0.25 0.836
C -5.776740 1.094520 -9.359590 0.00 -0.28 -0.73 -0.734
C -4.834840 0.122700 -8.640690 0.33 0.90 0.92 -0.563
C -4.110320 2.518200 -10.395310 2.42 -0.57 0.87 -0.242
C -3.164500 3.684430 -10.019670 -0.31 0.27 -0.43 -1.297
H -6.022940 4.822790 -8.922170 0.67 0.17 -0.10 0.022
H -7.192880 5.099050 -10.075840 -0.24 0.13 -0.31 0.459
H -5.606890 5.377740 -10.619880 0.61 -0.55 0.11 0.330
H -7.292200 3.020580 -9.799860 0.08 -0.67 0.40 0.407
H -6.448350 2.896350 -11.273660 0.32 0.09 -0.46 0.256
H -6.738180 1.150330 -8.849080 0.26 0.25 0.82 0.454
H -6.176620 0.693190 -10.290790 0.56 -0.43 -0.84 0.303
H -5.110520 -0.929100 -8.716960 -0.39 0.16 0.16 -0.263
H -3.757380 0.173150 -8.797630 0.00 0.16 -1.13 0.435
H -4.796950 0.487530 -7.614260 -0.55 -0.56 0.52 0.033
H -4.267410 2.414340 -11.468920 -0.39 0.21 -0.26 0.418
H -3.536060 1.638930 -10.103420 0.10 -0.13 -0.32 0.173
H -3.507040 4.113070 -9.077840 0.26 -0.16 0.10 0.173
H -3.138960 4.509860 -10.731090 -0.17 -0.07 -0.17 0.320
H -2.139900 3.320660 -9.942320 -0.02 0.07 0.19 0.409
C -10.824060 -7.524130 -16.874280 0.98 -0.03 -0.32 -1.398
C -9.382070 -7.523770 -16.340440 -0.29 0.87 1.95 -0.103
N -9.064570 -6.174770 -15.692420 -0.44 -0.12 -0.63 0.245
C -7.979550 -6.230520 -14.683340 -0.66 1.18 -0.02 -0.369
C -7.710850 -4.934490 -13.799080 0.14 -1.02 -0.86 -0.936
C -8.863340 -5.146850 -16.742940 0.11 -0.27 -0.34 -0.529
C -7.667200 -5.359560 -17.628040 1.47 -0.38 -0.76 -1.137
H -11.464190 -7.088110 -16.107330 -0.04 0.21 -0.31 0.319
H -11.191560 -8.526070 -17.095980 0.20 -0.12 0.08 0.449
H -10.819350 -6.986800 -17.822620 -0.54 0.26 0.14 0.335
H -9.356520 -8.234640 -15.514530 0.13 -0.05 0.09 0.110
H -8.613040 -7.861950 -17.034940 -0.08 0.17 -0.35 0.338
H -7.047990 -6.492720 -15.184870 0.45 -0.10 0.19 0.345
H -8.206320 -6.987010 -13.932070 -0.17 -0.34 -0.38 -0.059
H -7.327360 -4.086560 -14.366580 -0.07 -0.03 -0.09 0.577
H -6.922080 -5.276420 -13.128990 0.27 0.17 0.12 0.123
H -8.512340 -4.589550 -13.145820 -0.39 -0.23 -0.35 0.191
H -9.667430 -5.079510 -17.475750 -0.73 -0.59 0.56 0.386
H -8.840900 -4.117850 -16.384120 0.14 -0.14 0.72 0.201
H -7.549800 -6.335110 -18.099860 -0.65 -0.38 0.20 0.268
H -7.704280 -4.714980 -18.506250 0.12 0.45 0.23 0.423
H -6.697570 -5.266120 -17.138980 0.04 0.54 0.18 0.263
```
Forces are in eV/Å.

As for the charge: +1. As for the relative energy (zero: lowest compared OMol25 entry of this formula, charge and spin): 1.818 eV. For the HOMO-LUMO gap (alpha / beta), the calculation gives 7.166 / 2.859 eV. As for the multiplicity: 2.


[2]
# C10H9Cl3

A cluster of 2 separate species, C10H9Cl3 in total in a non-equilibrium geometry (the ωB97M-V functional and the def2-TZVPD basis, OMol25).

```
22
Properties=species:S:1:pos:R:3:forces:R:3:mulliken_charge:R:1
C -0.271845 -0.290279 -3.254084 -0.38 -2.30 0.98 -0.453
C -0.857807 -1.309407 -2.454188 -0.19 -0.16 -0.68 -0.336
C 0.625530 0.586548 -2.711001 0.07 2.54 -1.78 -0.509
C -0.732256 -1.215098 -1.080134 0.15 -0.32 -0.68 -0.560
C 0.773263 0.730761 -1.361256 0.67 0.03 -1.30 -0.368
C 0.108148 -0.157356 -0.515882 -0.81 -1.58 -0.80 0.313
C 0.632701 -0.068892 2.000277 -2.40 2.14 2.07 -0.220
C 0.271128 -0.055598 0.803709 -1.09 0.11 -1.83 0.325
C -0.168028 0.672503 2.999133 -0.81 1.64 1.11 -0.797
C -2.360895 1.272031 0.636115 -0.74 0.40 -0.83 0.127
Cl -1.967833 2.966838 0.672504 0.31 0.02 0.44 -0.103
Cl -2.778907 0.842026 -0.993175 -0.06 -0.10 0.11 -0.107
Cl -3.641679 0.823636 1.731071 0.32 -0.05 0.22 -0.139
H -0.490620 -0.379176 -4.272051 0.07 0.32 -1.55 0.475
H -1.416247 -2.162003 -2.999414 0.75 1.59 1.29 0.271
H 1.098648 1.381908 -3.382965 -0.55 -1.37 0.94 0.246
H -1.305888 -1.958681 -0.498211 0.76 0.73 0.20 0.318
H 1.482590 1.505602 -1.127308 -0.09 -0.02 1.14 0.407
H 1.375936 -0.659306 2.317893 3.02 -2.05 1.17 0.506
H -0.361324 0.214735 3.926531 -0.50 -1.93 0.88 0.399
H -1.110027 1.103854 2.675371 0.00 -0.59 -0.51 -0.115
H 0.228007 1.536573 3.499845 1.48 0.94 -0.58 0.321
```
Forces are in eV/Å.

As for the relative energy (zero: lowest compared OMol25 entry of this formula, charge and spin): 2.324 eV. For the HOMO-LUMO gap (alpha / beta), the calculation gives 5.747 / 8.088 eV.


[3]
# C4H4MgO5Tl

A structure of composition C4H4MgO5Tl in a non-equilibrium geometry (the ωB97M-V functional and the def2-TZVPD basis, OMol25).

```
15
Properties=species:S:1:pos:R:3:forces:R:3:mulliken_charge:R:1
O 3.750374 1.663248 1.629835 -0.19 -0.27 -0.06 -0.437
C 4.244505 0.544676 1.740460 -0.25 0.90 -0.05 0.641
O 3.658442 -0.531907 1.459277 -0.55 -0.47 -0.15 -0.638
Tl 4.512160 -2.845278 2.160190 0.28 -0.36 0.12 0.867
Mg 1.980790 0.771932 0.901018 0.57 0.19 -0.41 0.769
C 0.221618 0.268044 -0.194666 0.74 0.82 -1.25 -0.718
C -0.838079 1.058959 -0.186746 0.53 0.42 1.18 0.188
H 0.237975 -0.631384 -0.821881 -0.38 -0.73 1.28 0.184
H -0.871121 2.147916 -0.141338 -0.10 -0.33 0.73 0.359
O -3.928807 -0.581582 -0.539953 -0.30 0.63 0.18 -0.325
C -2.752550 -0.178943 -0.838463 -0.80 0.32 0.68 0.778
O -2.247674 -0.510773 -1.963483 1.65 -1.32 -0.89 -0.349
O -2.202272 0.592778 0.007485 0.01 -0.37 -1.02 -0.134
H -4.441635 -0.862587 -1.315680 0.02 -0.45 -0.08 0.414
H -1.323720 -0.905102 -1.896051 -1.23 1.01 -0.27 0.400
```
Forces are in eV/Å.

As for the charge: +2. As for the relative energy (zero: lowest compared OMol25 entry of this formula, charge and spin): 0.716 eV. For the HOMO-LUMO gap (alpha / beta), the calculation gives 8.992 / 8.379 eV. As for the multiplicity: 2.